Entry 1:
Formula: C4H9N2O2
Source: OMol25
Level of theory: ωB97M-V/def2-TZVPD

Each line ends with the Löwdin charge.
Element x y z (Å)
C1 -0.1647 1.9599 -1.4861  -0.006
C2 -0.4295 0.5607 -1.9292  -0.117
C3 -0.4723 -0.2536 -0.6411  -0.108
C4 1.4243 1.0134 -0.2181  -0.118
N1 0.8854 2.0401 -0.7773  0.144
N2 0.7483 -0.0326 0.1723  0.124
O1 -0.4900 -0.5753 2.6010  -0.014
O2 0.6462 -1.4863 2.5108  -0.080
H1 -0.8533 2.8201 -1.5179  0.158
H2 -1.3672 0.4024 -2.4395  0.129
H3 0.4367 0.2941 -2.5252  0.140
H4 -1.3495 -0.0465 -0.0223  0.134
H5 -0.4601 -1.3697 -0.9092  0.177
H6 2.3986 1.1597 0.1567  0.151
H7 0.9892 -0.7213 0.8243  0.088
H8 0.4235 -2.4404 2.6328  0.136
H9 -0.3374 -0.0216 3.3114  0.063

relative energy (zero: lowest compared OMol25 entry of this formula, charge and spin)	105.9	kcal/mol
largest force on an atom	4.74	eV Å⁻¹
charge	+1
HOMO level	-14.986	eV
gap between HOMO and LUMO	9.91	eV
calculated total energy	-11358.3754	eV


Entry 2:
Formula: C4H9N2O2
Source: OMol25
Level of theory: ωB97M-V/def2-TZVPD

Each line ends with the Löwdin charge.
Element x y z (Å)
C1 3.5385 0.7636 0.7371  -0.055
C2 2.9717 0.8854 -0.4683  0.028
C3 -2.1958 -0.6358 1.3269  -0.009
C4 -1.8878 -0.4606 -1.1714  0.011
N1 -1.4130 -0.3538 0.1757  -0.199
N2 -0.1549 -0.1099 0.3482  0.061
O1 3.8889 0.4222 1.7681  0.347
O2 0.4864 0.0499 -0.7827  -0.125
H1 2.7134 1.9220 -0.5374  0.134
H2 1.8069 0.4750 -0.5348  0.092
H3 3.5270 0.6174 -1.3113  0.120
H4 -2.8624 -1.4371 1.0991  0.093
H5 -1.6655 -0.9152 2.2733  0.127
H6 -2.7053 0.2335 1.5890  0.082
H7 -2.1253 0.4290 -1.6367  0.084
H8 -1.0857 -0.7952 -1.7421  0.069
H9 -2.8370 -1.0904 -1.1326  0.141

relative energy (zero: lowest compared OMol25 entry of this formula, charge and spin)	108.8	kcal/mol
largest force on an atom	4.48	eV Å⁻¹
charge	+1
HOMO level	-14.230	eV
gap between HOMO and LUMO	10.21	eV
calculated total energy	-11358.2486	eV


Entry 3:
Formula: C4H9N2O2
Source: OMol25
Level of theory: ωB97M-V/def2-TZVPD

Each line ends with the Löwdin charge.
Element x y z (Å)
C1 -1.4230 2.0053 0.6925  -0.282
C2 -0.0174 0.0485 0.0375  -0.344
C3 2.3519 0.4180 -0.3949  0.005
C4 -1.3782 -2.0162 0.0507  0.002
N1 1.0346 0.8189 -0.0183  0.132
N2 -0.1633 -1.2291 -0.2311  0.118
O1 -0.7173 2.9074 0.3465  0.108
O2 -1.2266 0.6592 0.6206  0.042
H1 -2.4479 2.0928 1.0585  0.161
H2 2.9339 1.3483 -0.3011  0.125
H3 2.7140 -0.4940 0.1503  0.134
H4 2.4827 0.0045 -1.3711  0.101
H5 -1.3056 -2.7750 0.8470  0.108
H6 -1.6835 -2.7016 -0.8816  0.155
H7 -2.2487 -1.3621 0.3221  0.110
H8 0.6427 1.7818 0.0757  0.148
H9 0.4516 -1.5069 -1.0033  0.176

expectation value of S²	2.01
relative energy (zero: lowest compared OMol25 entry of this formula, charge and spin)	29.1	kcal/mol
largest force on an atom	7.66	eV Å⁻¹
charge	+1
HOMO level (spin up / spin down)	-10.250 / -15.328	eV
2S+1	3
gap between HOMO and LUMO (spin up / spin down)	7.08 / 6.82	eV
calculated total energy	-11356.6338	eV


Entry 4:
Formula: C4H9N2O2
Source: OMol25
Level of theory: ωB97M-V/def2-TZVPD

Each line ends with the Löwdin charge.
Element x y z (Å)
N1 0.6132 -0.7636 1.4612  0.259
C1 0.0627 0.1972 0.4745  -0.169
C2 0.6614 0.7417 -0.8067  -0.007
C3 2.0676 0.3073 -1.1591  -0.009
O1 2.8637 -0.1627 -0.4243  0.398
C4 -1.4866 -0.1426 0.4229  -0.443
N2 -2.1320 -0.0402 -0.8070  0.161
O2 -1.9035 -0.7039 1.3986  0.171
H1 -0.2024 -0.7751 2.1265  0.181
H2 1.5420 -0.5455 1.8209  0.185
H3 0.6255 -1.7087 1.0444  0.203
H4 -0.5519 1.0176 0.9703  0.207
H5 0.7954 1.8323 -0.7837  0.182
H6 -0.0028 0.5871 -1.6662  0.152
H7 2.4052 0.6746 -2.1683  0.245
H8 -2.3310 -0.9638 -1.1717  0.140
H9 -3.0265 0.4483 -0.7325  0.144

expectation value of S²	0.76
relative energy (zero: lowest compared OMol25 entry of this formula, charge and spin)	58.8	kcal/mol
largest force on an atom	4.48	eV Å⁻¹
charge	+2
HOMO level (spin up / spin down)	-18.981 / -18.894	eV
2S+1	2
gap between HOMO and LUMO (spin up / spin down)	8.86 / 4.65	eV
calculated total energy	-11346.1713	eV


Question: Which of these has the highest charge?
Answer: number 4